[1]
Formula: C7H22B3N2O5Si2
Source: the Open Molecules 2025 dataset
Level of theory: ωB97M-V/def2-TZVPD

Each line ends with the Mulliken charge.
Cartesian coordinates (Å):
O -7.84 -4.10 -0.48  -0.3482
N -6.67 -4.01 -0.51  0.1207
O -6.27 -2.70 -0.28  -0.1138
C -4.82 -2.59 -0.30  -0.3734
B -4.24 -2.31 1.14  0.6128
O -4.62 -1.21 1.88  -0.4296
B -3.54 -0.42 2.25  0.7152
O -2.32 -1.04 2.41  -0.6351
B -2.20 -2.40 2.26  0.6673
O -3.24 -3.10 1.68  -0.5429
H -4.59 -1.76 -0.96  0.3327
H -4.41 -3.50 -0.73  0.2780
H -3.69 0.74 2.40  -0.1380
H -1.22 -2.97 2.62  -0.1291
C 3.65 -1.03 -2.44  -1.0415
Si 3.30 0.42 -1.27  0.1033
C 4.00 1.95 -2.16  -1.0572
C 4.45 0.14 0.22  -1.0618
N 1.68 0.49 -0.91  -0.0055
Si 0.84 1.54 0.05  0.0046
C 0.89 3.37 -0.49  -1.0518
C 1.34 1.55 1.89  -1.0438
C -1.00 1.07 0.05  -0.7039
H 4.71 -1.12 -2.70  0.2709
H 3.34 -1.97 -1.97  0.2551
H 3.07 -0.91 -3.36  0.2583
H 5.00 1.77 -2.57  0.3410
H 4.08 2.81 -1.47  0.2895
H 3.34 2.24 -2.98  0.2658
H 4.07 -0.67 0.84  0.2651
H 4.52 1.04 0.84  0.2918
H 5.47 -0.12 -0.09  0.3427
H 1.87 3.81 -0.29  0.2844
H 0.14 3.97 0.04  0.3331
H 0.70 3.44 -1.56  0.2677
H 1.42 0.52 2.26  0.2466
H 0.61 2.08 2.52  0.3648
H 2.31 2.04 2.04  0.2971
H -1.11 0.05 0.42  -0.1142
H -1.39 1.12 -0.97  0.3259
H -1.60 1.74 0.68  0.2551

Computed properties:
F_max in eV/Å: 0.905
Net charge: -1
LUMO level in hartree: 0.072
Highest occupied orbital energy in eV: -3.8
M in g/mol: 302.9

[2]
Formula: C19H34NO2
Source: the Open Molecules 2025 dataset
Level of theory: ωB97M-V/def2-TZVPD

Each line ends with the Mulliken charge.
Cartesian coordinates (Å):
O 3.16 1.48 0.48  -0.5433
C 2.89 1.50 1.86  0.0826
C 1.39 1.28 2.16  -0.7036
O 0.94 0.00 1.72  -0.5923
C 0.20 -0.02 0.49  -0.3437
C -1.25 0.43 0.69  -2.3988
H -1.25 1.41 1.18  0.4753
H -1.72 -0.27 1.38  0.3717
C -2.09 0.53 -0.59  2.8217
C -1.57 1.62 -1.52  -1.5476
C -2.48 1.74 -2.75  0.4750
C -3.90 2.09 -2.32  -1.4967
C -4.43 0.99 -1.40  0.4934
C -4.44 -0.34 -2.14  -1.4618
C -3.02 -0.69 -2.58  0.4327
C -2.49 0.41 -3.50  -1.4411
H -3.12 0.49 -4.39  0.5147
H -1.48 0.15 -3.84  0.4878
C -2.12 -0.80 -1.35  -1.6297
H -1.11 -1.07 -1.68  0.4948
H -2.48 -1.60 -0.70  0.4005
H -3.03 -1.64 -3.11  0.2634
H -5.09 -0.27 -3.02  0.5171
H -4.84 -1.12 -1.50  0.4776
C -3.53 0.88 -0.17  -1.6377
H -3.91 0.11 0.49  0.5067
H -3.53 1.82 0.37  0.4539
H -5.44 1.25 -1.08  0.2549
H -4.54 2.19 -3.20  0.5091
H -3.90 3.05 -1.80  0.4828
H -2.09 2.52 -3.41  0.2836
H -0.56 1.40 -1.85  0.4824
H -1.55 2.58 -1.00  0.4013
H 0.71 0.59 -0.26  0.2720
H 0.22 -1.07 0.18  0.3339
H 1.22 1.33 3.24  0.3561
H 0.81 2.07 1.68  0.3799
H 3.18 2.46 2.31  0.5292
C 3.75 0.41 2.52  -1.0134
N 3.40 -0.93 2.00  0.4478
C 3.66 -2.06 2.91  -0.5996
H 2.97 -2.05 3.75  0.3999
H 4.68 -1.96 3.29  0.4252
C 3.53 -3.30 2.03  -0.6235
H 4.29 -4.03 2.27  0.3419
H 2.56 -3.78 2.17  0.2927
C 3.67 -2.79 0.58  -0.5251
H 4.41 -3.34 0.02  0.4060
H 2.72 -2.87 0.05  0.2539
C 4.07 -1.32 0.74  -0.6636
H 3.75 -0.68 -0.08  0.2593
H 5.14 -1.22 0.88  0.4796
H 2.36 -0.86 1.81  0.1983
H 4.81 0.60 2.32  0.3674
H 3.58 0.42 3.60  0.4263
H 2.88 2.30 0.07  0.3693

Computed properties:
Energy above the lowest of the compared OMol25 structures with the same formula, charge and spin in kJ/mol: 0.0
F_max in eV/Å: 0.939
Net charge: +1
LUMO level in hartree: -0.085
Highest occupied orbital energy in eV: -12.1
M in g/mol: 308.5
SMILES string: O[C@@H](COCC[C@]12C[C@H]3C[C@H](C[C@H](C3)C1)C2)C[NH+]1CCCC1

[3]
Formula: C7H15NO2
Source: the Open Molecules 2025 dataset
Level of theory: ωB97M-V/def2-TZVPD

Each line ends with the Mulliken charge.
Cartesian coordinates (Å):
C -2.11 1.40 1.23  -0.9585
C -1.71 0.81 0.09  0.1565
N -1.84 -0.52 -0.27  -0.1518
C -1.49 -1.03 -1.56  -0.7878
C 3.26 0.31 -0.87  -0.8242
C 2.26 0.06 -1.70  -0.1578
C 0.90 -0.30 -1.26  0.2546
C -0.06 -0.80 -2.00  -0.6851
H -2.61 0.86 2.02  0.2105
H -2.13 2.48 1.30  0.2686
H -1.64 1.54 -0.72  0.2438
H -1.96 -1.16 0.49  0.2579
H -1.56 -2.13 -1.52  0.3514
H -2.15 -0.79 -2.41  0.3125
H 3.15 0.00 0.16  0.2675
H 4.17 0.86 -1.02  0.2724
H 2.32 0.27 -2.77  0.2870
H 0.64 -0.12 -0.21  0.3634
H -0.04 -1.17 -3.05  0.3152
H 2.37 1.84 2.21  0.3110
H 1.43 1.55 0.94  0.3473
O 2.31 1.82 1.25  -0.6527
H -1.82 -2.10 3.48  0.3084
H -0.49 -2.18 3.08  0.3027
O -1.17 -1.49 3.09  -0.6128

Computed properties:
Energy above the lowest of the compared OMol25 structures with the same formula, charge and spin in kJ/mol: 363.4
F_max in eV/Å: 1.932
LUMO level in hartree: 0.016
Highest occupied orbital energy in eV: -7.8
M in g/mol: 145.2
SMILES string: C=C/C=C/CNC=C.O.O

[4]
Formula: C5H6N
Source: the Open Molecules 2025 dataset
Level of theory: ωB97M-V/def2-TZVPD

Each line ends with the Mulliken charge.
Cartesian coordinates (Å):
C -1.31 0.57 -0.05  -0.6091
C 0.43 -0.88 1.21  -0.3698
C 0.04 1.13 -0.43  -0.0933
C -0.42 -0.66 0.04  0.5052
C 0.96 0.24 0.36  0.1443
N 0.57 -0.17 -0.92  -0.1562
H -1.77 0.90 0.88  0.2958
H -2.03 0.57 -0.86  0.2883
H 0.04 -0.69 2.21  0.2723
H 1.09 -1.75 1.17  0.2709
H 0.32 2.08 -0.87  0.3991
H 2.07 -1.36 -2.74  0.0525

Computed properties:
Energy above the lowest of the compared OMol25 structures with the same formula, charge and spin in kJ/mol: 941.1
F_max in eV/Å: 1.386
Net charge: +1
LUMO level (spin up / spin down) in hartree: -0.289 / -0.207
Highest occupied orbital energy (spin up / spin down) in eV: -14.2 / -15.1
M in g/mol: 80.1

[5]
Formula: C13H21N3O3
Source: the Open Molecules 2025 dataset
Level of theory: ωB97M-V/def2-TZVPD

Each line ends with the Mulliken charge.
Cartesian coordinates (Å):
C -5.92 -1.07 1.47  -1.1558
C -5.87 -0.49 0.06  -0.4767
C -4.45 -0.44 -0.52  -0.6094
C -3.54 0.55 0.20  -0.5804
C -2.18 0.65 -0.48  -0.4731
C -1.26 1.64 0.24  -0.6352
H -1.71 2.63 0.27  0.3928
H -1.06 1.29 1.26  0.3363
O -0.02 1.80 -0.44  -0.3453
C 0.94 0.92 -0.19  0.7161
O 0.83 0.00 0.58  -0.5916
C 2.17 1.23 -1.02  -1.3738
C 3.39 0.53 -0.50  0.0731
C 3.65 -0.80 -0.69  1.2338
N 4.75 -1.41 -0.18  -0.6914
C 5.59 -0.70 0.52  0.2923
N 5.41 0.62 0.76  -0.0838
C 4.31 1.34 0.27  0.3812
O 4.22 2.53 0.51  -0.7135
H 6.08 1.15 1.30  0.2436
N 6.72 -1.29 0.99  -0.4199
H 7.21 -0.86 1.76  0.2175
H 6.74 -2.29 0.93  0.2579
C 2.74 -1.69 -1.46  -1.0819
H 2.58 -1.31 -2.46  0.3182
H 3.18 -2.69 -1.51  0.3754
H 1.78 -1.75 -0.95  0.2244
H 2.33 2.31 -0.98  0.3713
H 1.95 0.95 -2.05  0.3486
H -2.29 0.97 -1.51  0.2819
H -1.70 -0.33 -0.48  0.3169
H -4.01 1.54 0.20  0.3071
H -3.40 0.24 1.23  0.2955
H -4.52 -0.15 -1.57  0.3707
H -4.01 -1.43 -0.47  0.2961
H -6.49 -1.10 -0.60  0.3226
H -6.29 0.52 0.07  0.3012
H -5.39 -0.43 2.17  0.3091
H -6.95 -1.16 1.80  0.3586
H -5.47 -2.05 1.49  0.2899

Computed properties:
Energy above the lowest of the compared OMol25 structures with the same formula, charge and spin in kJ/mol: 82.9
F_max in eV/Å: 0.625
LUMO level in hartree: 0.024
Highest occupied orbital energy in eV: -8.3
M in g/mol: 267.3
SMILES string: CCCCCCOC(=O)Cc1c(C)nc(N)[nH]c1=O

[6]
Formula: C24H34Cl12N2O4
Source: the Open Molecules 2025 dataset
Level of theory: ωB97M-V/def2-TZVPD

Each line ends with the Mulliken charge.
Cartesian coordinates (Å):
Cl 1.07 7.24 -11.16  -0.1952
C -0.71 7.40 -11.28  -0.4774
C -1.21 7.52 -12.74  -0.3437
Cl -2.88 8.04 -12.62  -0.1838
H -1.13 8.23 -10.72  0.3297
H -1.10 6.47 -10.86  0.2944
H -1.18 6.55 -13.22  0.2771
H -0.61 8.28 -13.25  0.2988
Cl 5.31 10.29 0.72  -0.1748
C 4.33 11.15 1.92  -0.3325
C 4.03 10.07 3.06  -0.4882
Cl 2.64 9.03 2.60  -0.1829
H 3.44 11.62 1.49  0.3108
H 4.91 11.98 2.33  0.2615
H 3.74 10.46 4.03  0.2967
H 4.80 9.33 3.25  0.3094
Cl -1.51 -8.63 -4.51  -0.1755
C -1.97 -9.50 -3.03  -0.4707
C -2.71 -10.86 -3.18  -0.3596
Cl -1.70 -12.07 -4.01  -0.1760
H -2.38 -8.77 -2.33  0.3444
H -0.98 -9.73 -2.64  0.2699
H -3.52 -10.72 -3.91  0.2549
H -3.11 -11.23 -2.24  0.3125
Cl 5.94 -3.58 -5.36  -0.1985
C 5.91 -1.84 -5.82  -0.3901
C 6.42 -1.10 -4.64  -0.4700
Cl 8.14 -1.22 -4.30  -0.1777
H 4.84 -1.64 -5.88  0.2739
H 6.63 -1.76 -6.63  0.3319
H 5.91 -1.39 -3.72  0.3412
H 6.23 -0.05 -4.83  0.2888
Cl 6.63 -1.44 3.06  -0.2046
C 7.39 -0.18 4.06  -0.4155
C 6.47 0.47 5.08  -0.3674
Cl 7.06 2.13 5.50  -0.2085
H 7.75 0.50 3.29  0.2830
H 8.33 -0.59 4.42  0.3330
H 6.57 -0.02 6.05  0.2528
H 5.41 0.56 4.84  0.3273
Cl -0.89 2.35 9.04  -0.1987
C -2.40 3.28 9.12  -0.3422
C -2.93 3.15 7.71  -0.4961
Cl -4.50 4.03 7.65  -0.2121
H -2.07 4.29 9.38  0.2755
H -3.11 2.92 9.87  0.3190
H -2.94 2.17 7.22  0.3743
H -2.34 3.78 7.05  0.2803
C 1.00 2.52 -3.14  -0.2478
C 1.54 2.50 -1.85  -0.6152
C 1.01 1.60 -0.86  -0.1983
C 0.23 0.60 -1.28  0.0466
C -0.18 0.58 -2.62  -0.1092
C 0.15 1.44 -3.55  -0.5693
N -0.23 -0.44 -0.30  0.9665
O -0.85 -1.37 -0.77  -0.5751
O -0.03 -0.26 0.90  -0.5787
H 1.35 3.29 -3.81  0.3639
H 2.06 3.42 -1.60  0.3404
H 1.37 1.69 0.16  0.4131
H -0.76 -0.28 -2.95  0.3740
H -0.15 1.44 -4.59  0.3897
C -7.58 -8.49 4.57  -0.1925
C -6.96 -7.86 3.49  -0.5757
C -6.68 -6.51 3.56  -0.2466
C -6.83 -5.81 4.77  -0.0449
C -7.29 -6.58 5.87  0.0765
C -7.70 -7.89 5.77  -0.5983
N -6.43 -4.35 4.95  0.8709
O -6.32 -3.58 4.00  -0.5409
O -6.41 -4.05 6.15  -0.5379
H -8.01 -9.47 4.41  0.3521
H -6.92 -8.41 2.56  0.3419
H -6.18 -6.09 2.70  0.3817
H -7.24 -6.26 6.90  0.3540
H -7.99 -8.39 6.68  0.3599

Computed properties:
Energy above the lowest of the compared OMol25 structures with the same formula, charge and spin in kJ/mol: 179.8
F_max in eV/Å: 4.939
LUMO level in hartree: -0.019
Highest occupied orbital energy in eV: -10.1
M in g/mol: 840.0
SMILES string: O=[N+]([O-])c1ccccc1.O=[N+]([O-])c1ccccc1.ClCCCl.ClCCCl.ClCCCl.ClCCCl.ClCCCl.ClCCCl

[7]
Formula: C44H52HfIN4O4PSe
Source: the Open Molecules 2025 dataset
Level of theory: ωB97M-V/def2-TZVPD

Each line ends with the Mulliken charge.
Cartesian coordinates (Å):
Hf 1.11 -0.36 0.63  2.6643
O 7.36 1.55 3.70  -0.6792
C 6.43 1.12 4.37  0.3892
O 6.25 0.88 5.55  -0.6756
C 5.12 0.82 3.48  -0.3596
C 5.23 0.57 2.12  -1.2599
C 4.07 0.25 1.41  0.8283
N 2.85 0.33 1.95  0.3816
C 2.74 0.69 3.25  1.2639
C 3.86 0.85 4.06  -1.3674
C 1.37 0.77 3.77  0.1085
C 1.08 1.39 4.99  -0.9925
C -0.20 1.29 5.50  -0.9203
C -1.13 0.53 4.80  -1.1346
C -0.76 -0.02 3.58  -0.1774
N 0.43 0.15 3.03  0.6400
C 4.09 0.07 -0.04  0.5669
C 5.17 -0.46 -0.73  -1.0452
C 5.17 -0.40 -2.11  -0.7101
C 4.11 0.23 -2.75  -1.0169
C 3.05 0.68 -1.99  0.1955
N 3.01 0.59 -0.66  0.0187
H 6.19 0.64 1.65  0.6619
H 3.79 0.99 5.13  0.7023
H 1.85 1.92 5.52  0.5317
H -0.46 1.78 6.43  0.4378
H -2.12 0.36 5.19  0.5355
H -1.45 -0.64 3.03  0.3914
H 5.97 -0.94 -0.19  0.5920
H 5.98 -0.82 -2.68  0.4615
H 4.09 0.34 -3.83  0.4575
H 2.19 1.14 -2.46  0.1311
I -5.17 -4.42 -1.82  0.0572
C -3.52 -3.90 -0.61  -0.5500
C -3.27 -4.65 0.53  -0.6719
C -2.25 -4.27 1.37  -0.9913
C -1.46 -3.16 1.07  0.9027
C -1.72 -2.42 -0.09  1.8232
C -2.76 -2.79 -0.92  -0.6436
C -0.36 -2.78 2.03  -0.1972
O -0.38 -3.18 3.17  -0.7011
O 0.57 -2.03 1.53  -0.9621
H -3.88 -5.51 0.77  0.4185
H -2.03 -4.82 2.27  0.5640
H -1.13 -1.53 -0.32  -1.0394
H -2.98 -2.21 -1.80  0.6817
C 1.00 3.67 1.21  -2.0044
C 0.09 3.92 0.00  2.4766
C 1.01 4.13 -1.20  -1.8425
C -0.74 5.19 0.17  -1.7881
P -0.95 2.29 -0.32  -0.6649
N -0.09 1.01 -0.21  0.3790
C -2.43 2.28 0.95  2.7778
C -1.85 2.68 2.30  -1.6760
C -3.65 3.14 0.67  -2.0965
C -2.88 0.82 1.08  -2.3690
C -1.68 2.34 -2.11  2.4966
C -2.59 1.11 -2.17  -2.0607
C -0.53 2.09 -3.09  -1.2554
C -2.47 3.56 -2.57  -1.9743
H 1.86 4.33 1.17  0.5408
H 1.36 2.64 1.18  0.5161
H 0.50 3.85 2.15  0.2434
H 1.77 4.88 -0.95  0.6952
H 0.47 4.50 -2.06  0.1923
H 1.53 3.21 -1.45  0.2729
H -0.07 6.05 0.16  0.4955
H -1.30 5.21 1.10  0.2781
H -1.44 5.30 -0.66  0.3032
H -1.70 3.76 2.38  0.1554
H -0.89 2.19 2.46  -0.0677
H -2.52 2.38 3.10  0.7757
H -3.40 4.18 0.48  0.2893
H -4.30 3.11 1.54  0.4980
H -4.23 2.77 -0.17  0.3768
H -2.00 0.17 1.09  0.2792
H -3.54 0.50 0.28  0.4570
H -3.42 0.68 2.02  0.6650
H -2.10 0.26 -1.70  0.2168
H -2.80 0.85 -3.21  0.6797
H -3.55 1.29 -1.69  0.3328
H 0.18 1.40 -2.63  -0.2537
H -0.02 3.00 -3.38  0.2971
H -0.91 1.63 -4.00  0.6106
H -3.23 3.87 -1.87  0.2875
H -2.97 3.31 -3.51  0.4989
H -1.82 4.41 -2.77  0.3518
C -2.36 -5.85 -4.12  -1.5083
C -1.42 -4.98 -3.35  0.6386
C -0.75 -5.42 -2.22  -0.9466
C 0.17 -4.61 -1.56  0.8314
C 0.93 -5.16 -0.39  -1.7219
C 0.40 -3.32 -2.03  0.2120
Se 1.75 -2.15 -1.20  -0.1498
C -0.28 -2.84 -3.16  0.6156
C -0.05 -1.46 -3.67  -1.6334
C -1.17 -3.69 -3.80  -0.9095
H -2.37 -6.87 -3.73  0.3461
H -2.06 -5.88 -5.16  0.3945
H -3.37 -5.46 -4.08  0.2363
H -0.96 -6.41 -1.84  0.2930
H 0.57 -6.14 -0.11  0.3835
H 0.84 -4.49 0.47  0.3837
H 1.99 -5.22 -0.64  0.3745
H -0.34 -0.74 -2.90  0.2915
H -0.62 -1.27 -4.58  0.4380
H 1.01 -1.31 -3.87  0.3422
H -1.69 -3.34 -4.68  0.3910

Computed properties:
Energy above the lowest of the compared OMol25 structures with the same formula, charge and spin in kJ/mol: 162.6
F_max in eV/Å: 2.580
LUMO level in hartree: -0.042
Highest occupied orbital energy in eV: -7.9
M in g/mol: 1116.3

M of number 1 (C7H22B3N2O5Si2)?
302.9 g/mol

Which formula does entry 7 have?
C44H52HfIN4O4PSe

Which of these has the highest M?
C44H52HfIN4O4PSe